# 1
Below is 3 unconnected molecules or ions with the total composition C14H37O9P2S2 in a non-equilibrium geometry, with properties calculated with ωB97M-V/def2-TZVPD.

Properties
HOMO energy = -0.414 hartree
Spin multiplicity = 1
Kohn-Sham gap = 6.676 eV
Charge = +1

Last columns: bonded neighbours and bond lengths (Å).
CARTESIAN COORDINATES (ANGSTROEM)
1 C 4.4432 7.0801 3.5626  O2 1.439, H6 1.090, H7 1.092, H8 1.092
2 O 5.2937 6.4996 2.5578  C1 1.439, C3 1.357
3 C 4.8067 5.3595 2.0072  O2 1.357, S4 1.861, H9 1.095, H10 1.096
4 S 5.7268 3.8499 2.5881  C3 1.861, S5 2.084, H11 1.363
5 S 7.7688 4.0784 2.2391  S4 2.084, H12 1.360
6 H 4.5376 8.1648 3.5021  C1 1.090
7 H 4.7831 6.7961 4.5607  C1 1.092
8 H 3.3844 6.8648 3.4050  C1 1.092
9 H 4.9200 5.4339 0.9205  C3 1.095
10 H 3.7460 5.1511 2.1903  C3 1.096
11 H 5.2884 2.8562 1.7648  S4 1.363
12 H 8.1668 2.8018 2.4852  S5 1.360
13 O 1.8494 1.9804 1.6601  P14 1.499
14 P 0.4284 1.5080 1.7164  O13 1.499, O15 1.636, O18 1.640, O21 1.659
15 O 0.3529 0.4195 0.4969  P14 1.636, C16 1.425
16 C 1.1111 -0.7829 0.6014  O15 1.425, C17 1.517, H24 1.094, H25 1.089
17 C 0.5905 -1.6867 1.7034  C16 1.517, H26 1.096, H27 1.090, H28 1.090
18 O -0.3041 2.7747 0.9764  P14 1.640, C19 1.422
19 C 0.3969 3.9841 0.7182  O18 1.422, C20 1.520, H29 1.092, H30 1.091
20 C 1.1401 3.9418 -0.6068  C19 1.520, H31 1.090, H32 1.093, H33 1.090
21 O -1.0583 1.1013 2.3298  P14 1.659, C22 1.435
22 C -1.2049 0.6766 3.6926  O21 1.435, C23 1.514, H34 1.093, H35 1.090
23 C -0.3593 1.4606 4.6730  C22 1.514, H36 1.098, H37 1.090, H38 1.091
24 H 2.1686 -0.5521 0.7591  C16 1.094
25 H 1.0243 -1.2970 -0.3546  C16 1.089
26 H 0.7974 -1.2535 2.6889  C17 1.096
27 H 1.0697 -2.6651 1.6664  C17 1.090
28 H -0.4878 -1.8218 1.6147  C17 1.090
29 H 1.0750 4.2121 1.5433  C19 1.092
30 H -0.3402 4.7876 0.6954  C19 1.091
31 H 1.6710 3.0020 -0.7554  C20 1.090
32 H 1.8569 4.7642 -0.6757  C20 1.093
33 H 0.4373 4.0323 -1.4357  C20 1.090
34 H -0.9850 -0.3912 3.7711  C22 1.093
35 H -2.2585 0.7941 3.9473  C22 1.090
36 H 0.7054 1.4253 4.4061  C23 1.098
37 H -0.4665 1.0486 5.6759  C23 1.090
38 H -0.6618 2.5086 4.6946  C23 1.091
39 O -2.3038 -5.0575 -2.0293  P40 1.493
40 P -2.5860 -3.9743 -3.0171  O39 1.493, O41 1.638, O44 1.634, O47 1.665
41 O -4.0116 -4.4286 -3.6837  P40 1.638, C42 1.422
42 C -5.1736 -4.4813 -2.8648  O41 1.422, C43 1.518, H50 1.094, H51 1.090
43 C -5.6148 -3.1049 -2.4016  C42 1.518, H52 1.096, H53 1.090, H54 1.091
44 O -1.5643 -4.3871 -4.2239  P40 1.634, C45 1.427
45 C -0.5740 -5.3953 -4.0284  O44 1.427, C46 1.518, H55 1.090, H56 1.091
46 C -1.1119 -6.7848 -4.3173  C45 1.518, H57 1.089, H58 1.091, H59 1.092
47 O -2.6389 -2.4412 -3.6637  P40 1.665, C48 1.431
48 C -2.5767 -1.2910 -2.8150  O47 1.431, C49 1.515, H60 1.094, H61 1.091
49 C -1.5898 -1.4226 -1.6735  C48 1.515, H62 1.097, H63 1.091, H64 1.091
50 H -4.9992 -5.1386 -2.0082  C42 1.094
51 H -5.9612 -4.9297 -3.4700  C42 1.090
52 H -4.9025 -2.6946 -1.6769  C43 1.096
53 H -6.5902 -3.1496 -1.9163  C43 1.090
54 H -5.6741 -2.4145 -3.2439  C43 1.091
55 H -0.1658 -5.3354 -3.0194  C45 1.090
56 H 0.2506 -5.1757 -4.7084  C45 1.091
57 H -2.0976 -6.9466 -3.8840  C46 1.089
58 H -0.4332 -7.5485 -3.9351  C46 1.091
59 H -1.2205 -6.9296 -5.3939  C46 1.092
60 H -3.5739 -1.0633 -2.4276  C48 1.094
61 H -2.2914 -0.4472 -3.4449  C48 1.091
62 H -1.7998 -2.3042 -1.0547  C49 1.097
63 H -1.6381 -0.5420 -1.0316  C49 1.091
64 H -0.5713 -1.5198 -2.0532  C49 1.091

Taken from the Löwdin analysis, the atomic charges in e are: -0.0372, -0.1883, -0.4529, 0.7383, 0.5099, 0.1048, 0.1019, 0.0983, 0.1224, 0.1101, 0.0029, -0.1229, -0.2621, 0.5849, -0.2134, -0.2839, -0.0702, -0.2030, -0.2962, -0.0731, -0.1731, -0.2746, -0.0809, 0.1093, 0.1046, 0.0655, 0.0869, 0.0851, 0.0858, 0.1196, 0.0696, 0.0685, 0.0804, 0.1018, 0.1272, 0.0653, 0.0876, 0.0870, -0.2274, 0.5730, -0.2019, -0.2855, -0.0815, -0.2073, -0.2923, -0.0741, -0.1781, -0.2791, -0.0864, 0.1121, 0.1197, 0.0626, 0.0806, 0.0851, 0.0996, 0.1142, 0.0717, 0.0771, 0.0758, 0.0996, 0.1238, 0.0709, 0.0798, 0.0825

---

# 2
Below is 2 unconnected molecules or ions with the total composition C45H49N2O2Si in a non-equilibrium geometry, with properties calculated with ωB97M-V/def2-TZVPD.

Properties
HOMO energy = -0.325 hartree
Relative energy (zero: lowest compared OMol25 entry of this formula, charge and spin) = 0.622 eV
Spin multiplicity = 1
Kohn-Sham gap = 3.973 eV
Charge = +1

Last columns: bonded neighbours and bond lengths (Å).
CARTESIAN COORDINATES (ANGSTROEM)
1 C 3.1109 3.6715 -0.6223  Si2 1.852, H32 1.099, H33 1.097, H34 1.097
2 Si 3.6625 2.0880 -1.4091  C1 1.852, C3 1.856, C4 1.853, O5 1.654
3 C 4.0327 2.4714 -3.1869  Si2 1.856, H35 1.101, H36 1.097, H37 1.099
4 C 5.0550 1.2682 -0.5030  Si2 1.853, H38 1.098, H39 1.099, H40 1.098
5 O 2.4303 0.9930 -1.2763  Si2 1.654, C6 1.422
6 C 1.2805 0.4751 -1.9337  O5 1.422, C7 1.543, C13 1.555, C19 1.587
7 C 0.6304 1.6708 -2.6602  C6 1.543, C8 1.398, C12 1.403
8 C 0.7760 1.8290 -4.0419  C7 1.398, C9 1.400, H41 1.088
9 C 0.2173 2.9319 -4.6986  C8 1.400, C10 1.393, H42 1.094
10 C -0.3807 3.9480 -3.9559  C9 1.393, C11 1.399, H43 1.094
11 C -0.4502 3.8393 -2.5628  C10 1.399, C12 1.398, H44 1.094
12 C 0.0617 2.7123 -1.9124  C7 1.403, C11 1.398, H45 1.092
13 C 1.7286 -0.6998 -2.8487  C6 1.555, C14 1.398, C18 1.399
14 C 2.9773 -1.3022 -2.6723  C13 1.398, C15 1.402, H46 1.093
15 C 3.3944 -2.3362 -3.5216  C14 1.402, C16 1.397, H47 1.093
16 C 2.6020 -2.7159 -4.6080  C15 1.397, C17 1.397, H48 1.093
17 C 1.3280 -2.1621 -4.7517  C16 1.397, C18 1.399, H49 1.091
18 C 0.8927 -1.1689 -3.8679  C13 1.399, C17 1.399, H50 1.090
19 C 0.4582 -0.1178 -0.7132  C6 1.587, C20 1.554, N23 1.470, H51 1.105
20 C 1.3772 -0.9583 0.2167  C19 1.554, C21 1.522, H52 1.094, H53 1.100
21 C 0.9485 -2.4161 0.1286  C20 1.522, C22 1.527, H54 1.098, H55 1.098
22 C -0.3693 -2.4371 -0.6434  C21 1.527, N23 1.465, H56 1.104, H57 1.105
23 N -0.6458 -1.0445 -1.0027  C19 1.470, C22 1.465, C24 1.353
24 C -1.9184 -0.6845 -1.2893  N23 1.353, C25 1.373, H58 1.097
25 C -2.2425 0.4093 -2.0530  C24 1.373, C26 1.437, H59 1.095
26 C -3.5042 1.0962 -2.0874  C25 1.437, C27 1.424, C31 1.415
27 C -3.7827 2.0357 -3.1206  C26 1.424, C28 1.390, H60 1.096
28 C -4.9708 2.7573 -3.1154  C27 1.390, C29 1.405, H61 1.094
29 C -5.9044 2.5544 -2.0859  C28 1.405, C30 1.402, H62 1.088
30 C -5.6706 1.5889 -1.0963  C29 1.402, C31 1.391, H63 1.090
31 C -4.4871 0.8582 -1.0973  C26 1.415, C30 1.391, H64 1.091
32 H 3.9094 4.4173 -0.7369  C1 1.099
33 H 2.2076 4.0538 -1.1130  C1 1.097
34 H 2.9035 3.5302 0.4452  C1 1.097
35 H 5.0469 2.8979 -3.2336  C3 1.101
36 H 3.9953 1.5844 -3.8319  C3 1.097
37 H 3.3292 3.2201 -3.5780  C3 1.099
38 H 5.9139 1.9515 -0.5054  C4 1.098
39 H 4.7797 1.0583 0.5398  C4 1.099
40 H 5.3731 0.3279 -0.9715  C4 1.098
41 H 1.3063 1.0798 -4.6252  C8 1.088
42 H 0.2739 2.9931 -5.7897  C9 1.094
43 H -0.7857 4.8321 -4.4560  C10 1.094
44 H -0.8958 4.6388 -1.9642  C11 1.094
45 H -0.0092 2.6341 -0.8255  C12 1.092
46 H 3.6414 -0.9489 -1.8790  C14 1.093
47 H 4.3513 -2.8296 -3.3322  C15 1.093
48 H 2.9705 -3.4441 -5.3346  C16 1.093
49 H 0.6620 -2.4858 -5.5527  C17 1.091
50 H -0.0972 -0.7308 -3.9947  C18 1.090
51 H 0.0641 0.7465 -0.1480  C19 1.105
52 H 2.4415 -0.7944 0.0243  C20 1.094
53 H 1.1652 -0.5836 1.2286  C20 1.100
54 H 1.6971 -3.0743 -0.3322  C21 1.098
55 H 0.7696 -2.8115 1.1368  C21 1.098
56 H -0.3264 -3.0381 -1.5684  C22 1.104
57 H -1.1834 -2.8680 -0.0335  C22 1.105
58 H -2.7084 -1.3501 -0.9206  C24 1.097
59 H -1.5040 0.7677 -2.7778  C25 1.095
60 H -3.0449 2.1824 -3.9175  C27 1.096
61 H -5.1725 3.4818 -3.9093  C28 1.094
62 H -6.8291 3.1271 -2.0696  C29 1.088
63 H -6.4105 1.4081 -0.3161  C30 1.090
64 H -4.2795 0.1030 -0.3371  C31 1.091
65 C 2.5157 2.9277 6.6835  O66 1.443, H84 1.090, H85 1.100, H86 1.099
66 O 1.0784 2.8146 6.6206  C65 1.443, C67 1.361
67 C 0.5187 2.0316 5.6588  O66 1.361, C68 1.415, C83 1.421
68 C 1.2496 1.1273 4.8524  C67 1.415, C69 1.390, H87 1.093
69 C 0.5782 0.3076 3.9520  C68 1.390, C70 1.418, H88 1.090
70 C -0.8208 0.4077 3.7457  C69 1.418, C71 1.448, C82 1.425
71 C -1.5827 -0.4816 2.8939  C70 1.448, C72 1.389, H89 1.089
72 C -1.5114 -1.8615 3.0343  C71 1.389, C73 1.465, C81 1.420
73 C -2.3902 -2.8695 2.4352  C72 1.465, C74 1.388, C78 1.413
74 C -3.5339 -2.7944 1.6520  C73 1.388, C75 1.407, H90 1.094
75 C -4.0117 -3.9871 1.0785  C74 1.407, C76 1.404, H91 1.089
76 C -3.3897 -5.2230 1.3187  C75 1.404, C77 1.405, H92 1.089
77 C -2.3021 -5.3206 2.2021  C76 1.405, C78 1.389, H93 1.091
78 C -1.8331 -4.1305 2.7445  C73 1.413, C77 1.389, N79 1.404
79 N -0.7157 -3.9191 3.5674  C78 1.404, C80 1.448, C81 1.358
80 C 0.2017 -4.9387 4.0332  N79 1.448, H94 1.092, H95 1.100, H96 1.100
81 C -0.5452 -2.5883 3.7784  C72 1.420, N79 1.358, H97 1.086
82 C -1.5157 1.3963 4.5001  C70 1.425, C83 1.375, H98 1.092
83 C -0.8926 2.0992 5.5047  C67 1.421, C82 1.375, H99 1.087
84 H 2.6799 3.7716 7.3532  C65 1.090
85 H 2.9772 2.0258 7.1121  C65 1.100
86 H 2.9427 3.1414 5.6938  C65 1.099
87 H 2.3341 1.0566 4.9664  C68 1.093
88 H 1.1583 -0.4282 3.3946  C69 1.090
89 H -2.3679 -0.0700 2.2616  C71 1.089
90 H -4.0466 -1.8363 1.5293  C74 1.094
91 H -4.8945 -3.9498 0.4420  C75 1.089
92 H -3.7649 -6.1142 0.8172  C76 1.089
93 H -1.8431 -6.2746 2.4638  C77 1.091
94 H -0.0879 -5.8995 3.6021  C80 1.092
95 H 1.2243 -4.6964 3.7096  C80 1.100
96 H 0.2018 -4.9966 5.1312  C80 1.100
97 H 0.2385 -2.1901 4.4164  C81 1.086
98 H -2.5890 1.5035 4.3296  C82 1.092
99 H -1.4526 2.7269 6.1928  C83 1.087

Taken from the Löwdin analysis, the atomic charges in e are: -0.1496, 0.3760, -0.1428, -0.1510, -0.2023, -0.3028, -0.1709, -0.0458, -0.0639, -0.0845, -0.0708, -0.0588, -0.1339, -0.0258, -0.0675, -0.0834, -0.0660, -0.0496, -0.1520, -0.0986, -0.1375, -0.1331, -0.0780, -0.0994, -0.0460, -0.2289, -0.0352, -0.0844, -0.0957, -0.0954, -0.0532, 0.0422, 0.0232, 0.0356, 0.0411, 0.0380, 0.0385, 0.0390, 0.0370, 0.0318, 0.1138, 0.1114, 0.1084, 0.1117, 0.1180, 0.0986, 0.1066, 0.1063, 0.1083, 0.1160, 0.1402, 0.1074, 0.0868, 0.1140, 0.0838, 0.1246, 0.0995, 0.1128, 0.0925, 0.1087, 0.1059, 0.0981, 0.0991, 0.0814, -0.0464, -0.0674, -0.2375, 0.0073, -0.0377, -0.2120, 0.1231, -0.1160, -0.1266, -0.0122, -0.0481, -0.0465, 0.0150, -0.1598, -0.0411, 0.0199, 0.0776, -0.0059, 0.0233, 0.0986, 0.1007, 0.0993, 0.1140, 0.1023, 0.1411, 0.1168, 0.1160, 0.1161, 0.1139, 0.0905, 0.1107, 0.1131, 0.1499, 0.1279, 0.1303